ORCA calculation (wB97M-V/def2-TZVPD) on 4 unconnected molecules or ions with the total composition C20H51IN7O8P2 at a distorted geometry.

```
89
Properties=species:S:1:pos:R:3:forces:R:3:lowdin_charge:R:1
H -1.655175 2.309009 0.481619 -0.09 0.01 0.02 0.091
C -1.126924 3.011669 -2.650641 -0.30 -0.05 -0.15 -0.079
H -0.833389 6.746223 -3.176125 -0.02 0.18 0.00 0.080
C -1.184696 2.968054 -0.259813 -0.15 -0.12 0.15 -0.236
H 4.410699 0.775790 -4.277827 0.02 -0.02 0.02 0.126
C 0.753788 5.354002 -0.585022 -0.16 0.20 -0.33 -0.208
H -1.489560 2.352697 -3.439972 -0.03 -0.03 0.08 0.092
H -2.382999 4.627867 0.317626 0.00 -0.08 0.06 0.118
C 4.414786 0.950746 -3.198193 0.20 0.29 0.30 -0.211
H -0.921784 4.457750 1.277025 0.09 -0.02 -0.05 0.104
C -4.049054 -6.682882 -0.029825 -0.06 -0.19 0.35 -0.208
H 6.595665 -0.476676 -3.837139 -0.08 0.00 0.02 0.120
H -2.128689 -8.962694 2.997754 0.01 0.03 -0.09 0.089
H -4.493667 -2.862656 1.237927 -0.05 -0.01 0.04 0.100
C 4.009399 3.427516 -0.904901 -0.10 -0.20 0.12 -0.107
H -0.057912 2.831731 -2.513529 0.01 0.10 0.07 0.085
N -4.870299 -6.282245 1.110781 0.15 0.19 -0.21 -0.048
H -3.800530 -8.403787 2.823991 -0.11 -0.15 0.02 0.079
H -2.762408 -5.843069 3.036645 0.13 -0.09 -0.14 0.077
C 0.160976 6.731779 -3.633505 0.07 -0.21 -0.09 -0.107
H 4.307757 -0.631932 -0.304888 0.00 0.06 -0.11 0.082
H -4.370220 -6.495273 1.965699 -0.09 -0.08 -0.04 0.070
H 7.612739 0.167601 -2.561394 0.00 -0.10 -0.01 0.121
H -0.140887 2.636836 -0.338056 0.06 0.13 -0.13 0.100
H -4.519864 0.215334 1.312768 -0.76 -0.47 -0.19 0.060
H -0.504010 2.834745 3.746156 -0.06 0.03 -0.85 0.114
O -4.956550 -0.209911 2.083250 2.25 1.63 0.78 -0.372
P -4.254182 0.533429 3.422162 -2.04 -1.13 0.50 0.558
N -2.483461 0.347193 3.085682 -0.56 0.65 -0.71 -0.181
H -1.300089 4.038604 -2.977933 0.21 0.01 -0.06 0.076
H -5.918642 -4.715060 1.939412 0.02 0.12 -0.03 0.122
N -1.428487 2.540054 3.392446 0.93 -1.11 1.20 0.179
H 5.097658 3.324060 -0.942325 0.02 0.16 -0.06 0.086
C -5.211753 -4.863512 1.118401 -0.02 -0.21 0.32 -0.194
C -2.971085 -8.898665 2.308642 0.20 0.13 -0.02 -0.111
C 1.340219 6.304951 -1.616932 0.32 -0.41 0.09 -0.210
C 6.584325 -0.110573 -2.805880 0.11 0.19 0.23 -0.194
H 0.063341 6.361690 -4.654138 0.07 -0.03 0.06 0.091
H 3.703364 4.347792 -1.408961 0.10 0.02 -0.02 0.074
H 6.840657 -2.098024 -2.088416 0.01 0.02 0.03 0.123
O 6.362248 -0.965277 -0.494554 -0.39 -0.02 -0.11 -0.172
I -5.003035 2.871365 3.244029 0.64 -0.33 -0.32 0.474
N 5.792166 1.116922 -2.743829 -0.19 -0.16 -0.10 -0.051
H 5.160764 -1.615073 -2.064380 -0.07 0.14 0.08 0.108
N -0.384394 0.376200 2.701933 0.34 1.44 0.48 -0.178
H 5.784213 1.443041 -1.784825 0.02 0.03 -0.07 0.069
C -1.313939 4.402384 0.256126 -0.30 0.14 -0.20 -0.203
H 1.157419 5.600764 0.401856 -0.05 -0.02 0.01 0.127
H -4.352047 -8.805887 0.319726 0.00 0.09 0.15 0.125
H -1.844867 -4.995650 1.751526 -0.10 -0.06 -0.04 0.094
C -4.065024 -3.868180 1.306825 -0.35 0.22 -0.10 -0.224
N -0.702494 5.451755 -0.547612 0.19 -0.20 0.19 -0.041
H -1.065941 5.388388 -1.491168 0.03 0.08 0.05 0.074
O -3.448311 -3.936316 2.592332 0.25 0.27 -0.32 -0.225
H -3.032019 -8.405650 -0.780991 -0.05 -0.01 0.00 0.123
H 3.934038 0.095305 -2.706099 -0.21 -0.03 -0.14 0.103
H 1.010622 7.333600 -1.444593 -0.14 -0.07 -0.05 0.126
H 5.269534 -0.617817 1.185652 0.05 -0.05 -0.02 0.084
O -1.875120 2.732276 -1.472902 0.30 -0.08 0.17 -0.175
C -2.384617 -4.879121 2.693429 -0.04 0.04 0.35 -0.082
C -1.411143 1.204693 3.083395 -0.69 -1.85 -0.16 -0.339
H -3.179138 -6.023875 -0.144666 0.09 -0.08 -0.22 0.104
H 5.374917 0.756606 0.090091 -0.25 0.05 -0.02 0.071
H 1.073663 4.337051 -0.846259 0.27 0.03 0.03 0.095
O 3.369216 2.298493 -1.481100 0.11 0.30 0.06 -0.222
O -2.553801 -8.148640 1.178642 -0.31 -0.13 0.18 -0.200
H -5.747442 -4.619413 0.195944 0.09 -0.01 -0.03 0.123
H 0.570007 7.744674 -3.667973 -0.08 0.03 0.02 0.091
C 5.264265 -0.330222 0.132066 0.39 -0.01 0.16 -0.114
H -4.649123 -6.626038 -0.942508 -0.01 0.04 0.03 0.125
H 2.430380 6.288693 -1.525536 -0.02 0.06 0.04 0.110
H -3.313767 -3.931397 0.511550 0.08 -0.18 0.09 0.113
H 3.706903 3.486465 0.142071 -0.03 -0.05 -0.05 0.087
C 3.586701 2.187913 -2.889212 -0.28 -0.49 -0.17 -0.207
H 1.541918 0.840701 1.038997 -0.64 -0.70 0.49 0.041
C -3.533231 -8.102685 0.142885 0.32 0.26 -0.35 -0.210
H -2.757352 -1.836209 2.700836 0.64 0.29 0.01 0.123
P 1.301947 0.830856 2.449277 2.23 1.70 -0.26 0.784
H 4.044876 3.089258 -3.305512 0.09 -0.03 0.15 0.128
H -1.686440 -4.515903 3.449454 -0.04 0.05 -0.01 0.087
O 1.659076 2.174997 2.977060 -1.33 -0.62 0.11 -0.416
H 2.191236 -0.117316 3.043169 -1.15 -0.36 -0.34 0.047
H 2.602464 2.073775 -3.353842 0.02 0.04 -0.03 0.115
N -0.776849 -0.906076 2.519440 -1.29 -1.34 -0.24 0.086
C 6.178559 -1.254974 -1.874523 0.34 -0.16 -0.19 -0.219
O 1.030494 5.855317 -2.933311 -0.22 0.27 0.07 -0.199
H -3.262991 -9.911675 2.020671 -0.07 0.01 0.06 0.091
C -2.069470 -0.968551 2.740163 1.78 2.02 0.12 -0.084
H -2.064127 2.740294 4.173675 -0.28 -0.03 -0.72 0.081
```
Positions in Å, forces in eV/Å.

LUMO energy: -3.785 eV
net charge: +1
energy relative to the best compared isomer or geometry (same formula, charge and spin): 0.951 eV
highest occupied orbital energy: -10.369 eV
orbital gap: 0.24197 Ha
multiplicity: 1